1.
ORCA calculation (ωB97M-V/def2-TZVPD) on a structure of composition C24H23FMnN4O4S5Sb in a non-equilibrium geometry.

Its spin multiplicity is 5. Its net charge is -2. The value obtained for the LUMO energy (spin up / spin down) is 0.114 / 0.117 Ha. The value obtained for the total energy is -4930.67593 a.u. The value obtained for the HOMO-LUMO gap (spin up / spin down) is 4.043 / 4.211 eV.

Each line ends with the Mulliken spin population.
CARTESIAN COORDINATES (ANGSTROEM)
Mn 0.11 -2.56 2.74  4.104
C -1.27 -2.82 -1.00  0.003
C -1.88 -3.46 0.19  -0.021
N -1.41 -3.43 1.42  0.005
C -2.22 -4.21 2.18  0.012
C -3.23 -4.72 1.42  -0.007
N -3.00 -4.22 0.15  0.002
C -4.36 -5.62 1.67  -0.001
O -4.50 -6.05 2.91  -0.001
O -5.11 -5.93 0.77  0.000
C -1.83 -4.48 3.59  -0.006
O -2.60 -5.21 4.27  0.001
O -0.73 -3.99 3.95  0.028
H -0.27 -2.47 -0.72  0.000
H -1.86 -1.96 -1.33  -0.002
H -1.18 -3.54 -1.81  0.001
H -3.59 -4.41 -0.63  0.000
H -3.74 -5.71 3.53  0.000
S 4.74 -4.50 3.80  0.004
Sb 3.55 -2.92 2.64  0.048
S 1.56 -4.00 1.65  -0.185
S 1.81 -1.96 4.12  -0.149
S 1.01 -0.69 1.24  -0.158
C 0.40 -0.03 -0.18  0.116
N 1.25 0.05 -1.26  0.068
C 0.83 0.70 -2.48  -0.001
C -0.06 1.87 -2.14  0.008
N -1.19 1.36 -1.39  0.001
C -2.38 2.18 -1.45  0.002
C -2.16 3.57 -0.91  -0.005
C -2.46 4.69 -1.67  0.000
C -2.23 5.97 -1.17  0.000
C -1.69 6.14 0.09  0.000
C -1.38 5.02 0.86  -0.001
C -1.61 3.74 0.37  0.003
C -0.95 0.51 -0.31  0.017
S -2.13 0.12 0.80  0.058
C 2.62 -0.45 -1.25  -0.011
C 3.63 0.67 -1.10  0.003
C 4.50 0.99 -2.14  0.000
C 5.43 2.02 -1.99  0.000
C 5.48 2.74 -0.81  0.000
C 4.61 2.42 0.23  -0.001
C 3.69 1.39 0.09  0.004
H 0.28 0.01 -3.14  0.000
H 1.72 1.04 -3.02  0.001
H -0.44 2.35 -3.04  -0.002
H 0.51 2.62 -1.57  -0.001
H -3.15 1.67 -0.87  -0.001
H -2.71 2.24 -2.49  0.000
H -2.87 4.56 -2.67  0.000
H -2.47 6.84 -1.78  0.000
H -1.51 7.13 0.48  0.000
H -0.96 5.14 1.85  0.000
H -1.38 2.87 0.97  0.001
H 2.79 -0.98 -2.20  -0.001
H 2.72 -1.17 -0.44  0.004
H 4.46 0.42 -3.06  0.000
H 6.10 2.26 -2.80  0.000
H 6.20 3.54 -0.69  0.000
H 4.65 2.96 1.17  0.000
H 3.02 1.13 0.90  0.001
F -1.17 -1.43 3.46  0.057

---

2.
ORCA calculation (ωB97M-V/def2-TZVPD) on a structure of composition C24H23FeN3S4Se in a non-equilibrium geometry.

Its spin multiplicity is 6. Its net charge is +1. The value obtained for the LUMO energy (spin up / spin down) is -0.134 / -0.190 Ha. The value obtained for the total energy is -6350.27465 a.u. The value obtained for the HOMO-LUMO gap (spin up / spin down) is 6.355 / 4.724 eV.

Each line ends with the Mulliken spin population.
CARTESIAN COORDINATES (ANGSTROEM)
Fe 0.16 0.12 -0.39  2.702
S 0.35 -0.48 1.74  0.229
C -0.72 0.50 2.67  0.056
C -0.65 0.52 4.06  0.024
C -1.53 1.30 4.79  0.011
C -2.50 2.05 4.13  0.053
C -2.59 2.04 2.75  -0.009
C -1.69 1.27 2.01  0.098
S -1.72 1.24 0.28  0.174
C -2.44 0.65 -2.39  0.499
C -1.22 1.15 -2.76  -0.092
C -1.11 2.13 -3.80  0.187
C 0.12 2.54 -4.23  -0.035
C 1.26 1.92 -3.70  0.165
C 1.11 0.98 -2.69  -0.022
C 2.33 0.17 -2.35  0.027
S 2.37 -0.69 -0.73  0.030
C 3.41 0.41 0.20  0.063
C 4.69 0.01 0.54  -0.012
C 5.53 0.88 1.22  0.045
C 5.08 2.15 1.55  -0.022
C 3.79 2.55 1.23  0.034
C 2.93 1.67 0.56  -0.039
S 1.33 2.16 0.14  0.489
N -0.08 0.66 -2.18  0.084
H 0.10 -0.08 4.55  -0.001
H -1.47 1.31 5.86  0.002
H -3.19 2.66 4.70  0.004
H -3.33 2.63 2.24  -0.001
H -3.35 1.06 -2.78  -0.021
H -2.51 -0.13 -1.66  0.078
H -2.02 2.51 -4.24  0.005
H 0.22 3.28 -5.01  0.001
H 2.23 2.17 -4.08  0.005
H 2.41 -0.63 -3.08  0.007
H 3.23 0.78 -2.41  -0.009
H 5.02 -0.98 0.26  0.000
H 6.53 0.57 1.46  0.002
H 5.73 2.84 2.06  -0.001
H 3.43 3.53 1.49  -0.001
C -2.73 -2.37 -3.53  0.018
N -3.04 -2.79 -2.20  0.013
C -4.24 -3.31 -1.78  0.005
C -4.10 -3.65 -0.48  0.004
N -2.83 -3.34 -0.10  0.009
C -2.23 -3.61 1.18  0.013
C -2.19 -2.79 -1.15  0.029
Se -0.43 -2.17 -1.13  0.110
H -3.57 -2.58 -4.18  -0.002
H -1.85 -2.91 -3.89  -0.001
H -2.51 -1.30 -3.55  -0.007
H -5.08 -3.40 -2.44  0.001
H -4.82 -4.10 0.19  0.001
H -2.95 -4.09 1.83  0.001
H -1.87 -2.69 1.63  -0.004
H -1.37 -4.28 1.03  -0.002

---

3.
ORCA calculation (ωB97M-V/def2-TZVPD) on a structure of composition C24H23IN9O2S4SbTa in a non-equilibrium geometry.

Its net charge is +1. The value obtained for the LUMO energy is -0.158 Ha. The value obtained for the total energy is -3759.20084 a.u. The value obtained for the HOMO-LUMO gap is 6.589 eV.

Each line ends with the natural charge from an NBO analysis.
CARTESIAN COORDINATES (ANGSTROEM)
Ta 12.37 8.23 10.11  1.795
C 9.27 11.57 9.48  -0.623
C 10.66 12.16 9.96  0.202
N 10.81 13.45 10.08  -0.372
C 11.99 13.98 10.37  0.015
C 13.11 13.23 10.55  0.003
C 14.44 13.94 10.84  -0.082
O 14.94 13.54 12.13  -0.735
C 13.01 11.80 10.56  -0.189
C 14.08 10.87 10.91  0.241
N 13.99 9.58 10.87  -0.586
C 15.01 8.85 11.54  0.122
C 16.23 8.64 10.86  -0.242
C 17.29 8.07 11.50  -0.182
C 17.12 7.57 12.83  -0.160
C 15.90 7.72 13.46  -0.244
C 14.86 8.41 12.83  -0.133
I 12.98 8.87 13.79  0.244
C 11.74 11.23 10.22  0.377
O 11.51 9.93 10.33  -0.787
H 9.01 10.66 10.04  0.196
H 9.34 11.33 8.51  0.224
H 8.49 12.32 9.65  0.245
H 12.03 15.05 10.36  0.215
H 14.21 14.99 10.76  0.194
H 15.14 13.66 10.12  0.178
H 15.63 14.09 12.43  0.486
H 14.99 11.26 11.37  0.239
H 16.30 9.04 9.86  0.236
H 18.23 7.88 11.10  0.230
H 17.96 7.02 13.29  0.239
H 15.77 7.18 14.41  0.248
N 10.06 7.88 9.68  -0.844
C 9.82 8.54 8.38  0.077
C 8.55 8.72 7.86  -0.200
C 8.49 9.28 6.57  -0.217
C 9.59 9.48 5.78  -0.150
C 10.87 9.18 6.22  -0.111
C 12.12 9.29 5.49  -0.178
C 13.25 8.76 6.03  -0.199
C 13.16 7.86 7.29  -0.167
N 12.16 8.46 8.17  -0.774
C 10.96 8.73 7.56  0.212
H 9.47 8.35 10.39  0.424
H 9.96 6.87 9.57  0.437
H 7.62 8.44 8.40  0.238
H 7.56 9.48 6.11  0.229
H 9.46 9.90 4.80  0.229
H 12.16 9.86 4.56  0.239
H 14.19 8.89 5.51  0.228
H 12.83 6.87 6.91  0.211
S 12.08 5.64 9.71  -0.312
Sb 14.76 5.10 9.10  1.037
S 14.55 7.64 8.50  -0.178
S 12.17 6.37 11.62  -0.175
S 15.63 5.02 11.07  -0.659
N 12.57 12.23 6.43  -0.611
N 12.28 13.58 6.77  0.103
N 11.17 14.12 6.48  -0.220
C 11.38 15.35 6.80  0.093
N 12.60 15.65 7.25  -0.236
N 13.22 14.50 7.20  -0.086
H 12.96 11.80 7.25  0.370
H 13.34 12.26 5.74  0.377
H 10.63 16.17 6.87  0.217

---

4.
ORCA calculation (ωB97M-V/def2-TZVPD) on a structure of composition C24H23N10O4PRuS2.

Its spin multiplicity is 6. Its net charge is -1. The value obtained for the LUMO energy (spin up / spin down) is 0.074 / 0.074 Ha. The value obtained for the total energy is -3009.60798 a.u. The value obtained for the HOMO-LUMO gap (spin up / spin down) is 6.417 / 6.656 eV.

Each line ends with the Mulliken spin population.
CARTESIAN COORDINATES (ANGSTROEM)
Ru -0.63 -0.40 -0.22  3.843
C 2.97 -0.36 4.61  0.000
N 1.78 -0.50 3.79  -0.001
C 0.59 -1.07 4.18  0.005
C -0.23 -1.00 3.10  0.005
N 0.42 -0.41 2.06  0.067
C 1.63 -0.12 2.50  -0.001
P 2.91 0.73 1.52  0.003
C 1.87 2.07 0.90  -0.003
N 0.73 1.91 0.26  0.051
C 0.23 3.15 0.02  0.000
C 1.08 4.09 0.54  0.000
N 2.12 3.40 1.09  0.000
C 3.26 3.98 1.78  0.000
C 2.87 -0.35 0.06  0.005
N 1.80 -0.76 -0.59  0.089
C 2.25 -1.53 -1.62  -0.003
C 3.61 -1.58 -1.60  0.008
N 4.00 -0.82 -0.52  -0.001
C 5.37 -0.61 -0.10  0.000
H 2.79 -0.85 5.57  0.000
H 3.83 -0.84 4.13  0.000
H 3.20 0.69 4.79  0.000
H 0.46 -1.46 5.17  0.000
H -1.24 -1.37 2.99  0.002
H -0.70 3.30 -0.50  -0.001
H 1.02 5.16 0.58  0.001
H 3.21 5.06 1.68  0.000
H 3.24 3.73 2.84  0.000
H 4.19 3.63 1.35  0.000
H 1.54 -2.01 -2.28  0.002
H 4.32 -2.08 -2.23  0.001
H 6.03 -1.12 -0.79  0.000
H 5.62 0.45 -0.09  0.000
H 5.54 -1.02 0.90  0.000
C -3.98 -1.53 0.62  -0.004
C -3.87 -1.41 -0.87  0.018
C -4.87 -1.99 -1.68  -0.001
C -4.80 -1.90 -3.03  0.001
C -3.72 -1.20 -3.62  -0.006
C -3.60 -1.06 -5.02  0.029
C -2.55 -0.36 -5.54  -0.013
C -1.60 0.22 -4.69  0.013
C -1.68 0.11 -3.32  -0.066
S -0.50 0.92 -2.31  0.337
C -2.76 -0.63 -2.75  0.046
N -2.85 -0.77 -1.40  0.096
H -4.94 -1.97 0.89  0.000
H -3.88 -0.55 1.09  0.005
H -3.18 -2.16 0.99  0.001
H -5.68 -2.53 -1.20  0.000
H -5.54 -2.36 -3.67  0.000
H -4.35 -1.51 -5.66  0.002
H -2.45 -0.24 -6.61  -0.001
H -0.77 0.78 -5.11  -0.002
N -1.96 0.93 1.07  0.097
C -2.16 1.90 1.68  0.028
N -2.37 2.89 2.49  0.010
C -2.17 4.12 2.05  -0.001
N -2.01 5.24 1.76  0.003
O 0.57 -3.97 -0.14  0.013
S -0.68 -3.28 -0.42  0.008
O -1.81 -4.16 -0.69  0.012
O -0.50 -2.27 -1.53  0.135
O -1.03 -2.34 0.75  0.168

---

5.
ORCA calculation (ωB97M-V/def2-TZVPD) on a structure of composition C24H23N3OReS3Se.

Its spin multiplicity is 4. Its net charge is +2. The value obtained for the LUMO energy (spin up / spin down) is -0.290 / -0.306 Ha. The value obtained for the total energy is -4841.55047 a.u. The value obtained for the HOMO-LUMO gap (spin up / spin down) is 6.160 / 5.873 eV.

Each line ends with the Mulliken spin population.
CARTESIAN COORDINATES (ANGSTROEM)
Re 2.43 -1.03 1.06  2.935
S 1.49 -0.58 -1.11  -0.068
C -0.20 -0.48 -0.90  0.035
N -1.00 -0.40 -1.92  0.044
C -2.46 -0.37 -1.72  -0.004
C -2.77 0.48 -0.51  0.001
N -2.01 -0.02 0.64  0.024
C -2.61 0.25 1.99  0.004
C -2.35 1.68 2.38  -0.003
C -1.27 2.00 3.19  0.002
C -1.01 3.32 3.51  0.001
C -1.83 4.33 3.03  0.000
C -2.92 4.01 2.23  0.000
C -3.18 2.69 1.91  0.000
C -0.80 -0.49 0.48  0.018
S 0.11 -1.07 1.80  0.002
C -0.56 -0.35 -3.34  0.006
C -0.95 0.96 -3.96  0.000
C -1.91 1.01 -4.96  0.001
C -2.27 2.22 -5.52  0.000
C -1.69 3.40 -5.07  0.001
C -0.73 3.35 -4.06  0.000
C -0.36 2.14 -3.51  0.001
H -2.81 -1.40 -1.60  0.002
H -2.91 0.07 -2.61  0.001
H -3.82 0.41 -0.27  0.000
H -2.51 1.53 -0.68  0.001
H -2.19 -0.47 2.69  0.001
H -3.67 0.04 1.89  0.000
H -0.64 1.22 3.59  -0.002
H -0.17 3.56 4.15  0.000
H -1.63 5.36 3.29  0.000
H -3.58 4.79 1.88  0.000
H -4.06 2.45 1.32  0.000
H -1.05 -1.19 -3.84  0.005
H 0.51 -0.52 -3.37  0.006
H -2.36 0.09 -5.33  0.000
H -3.01 2.25 -6.31  0.000
H -1.97 4.34 -5.51  0.000
H -0.26 4.27 -3.72  0.000
H 0.41 2.11 -2.74  0.000
Se 4.29 -2.09 0.07  -0.222
C 4.51 -3.69 1.10  0.062
C 4.15 -3.77 2.44  0.006
C 4.35 -4.97 3.11  0.020
C 4.91 -6.06 2.45  -0.028
C 5.27 -5.96 1.11  0.014
C 5.07 -4.77 0.42  -0.025
H 3.77 -2.91 2.97  -0.021
H 4.08 -5.05 4.15  0.001
H 5.07 -6.99 2.98  -0.001
H 5.72 -6.80 0.60  0.001
H 5.36 -4.69 -0.62  0.001
O 2.17 1.70 3.94  0.161
S 2.99 0.52 3.98  0.126
N 2.85 -0.42 2.80  -0.108

---

6.
ORCA calculation (ωB97M-V/def2-TZVPD) on an isolated molecule of C24H23N5 in a non-equilibrium geometry.

Its net charge is 0. Its SMILES is Cc1ccc(-c2nnc(N3CCN(c4ccccn4)CC3)c3ccccc23)cc1. The value obtained for the LUMO energy is 0.011 Ha. The value obtained for the total energy is -1202.12951 a.u. The value obtained for the HOMO-LUMO gap is 8.037 eV.

Each line ends with the natural charge from an NBO analysis.
CARTESIAN COORDINATES (ANGSTROEM)
C 6.67 2.79 0.19  -0.626
C 5.42 1.98 0.02  -0.016
C 4.64 1.64 1.11  -0.210
C 3.50 0.87 0.96  -0.221
C 3.11 0.43 -0.31  -0.001
C 1.90 -0.37 -0.50  0.140
N 1.15 -0.04 -1.52  -0.207
N -0.03 -0.59 -1.72  -0.323
C -0.52 -1.50 -0.89  0.386
N -1.80 -1.91 -1.13  -0.424
C -2.45 -1.36 -2.30  -0.229
C -3.02 0.02 -1.98  -0.227
N -3.70 -0.03 -0.70  -0.415
C -3.99 1.08 0.03  0.401
C -3.76 2.38 -0.46  -0.318
C -4.09 3.45 0.33  -0.141
C -4.64 3.24 1.59  -0.325
C -4.83 1.93 1.98  0.070
N -4.52 0.88 1.24  -0.503
C -4.00 -1.34 -0.20  -0.242
C -2.72 -2.18 -0.04  -0.215
C 0.31 -2.10 0.12  -0.033
C 0.02 -3.30 0.79  -0.193
C 0.91 -3.83 1.68  -0.207
C 2.14 -3.22 1.91  -0.198
C 2.48 -2.08 1.23  -0.180
C 1.58 -1.49 0.33  -0.084
C 3.88 0.80 -1.41  -0.192
C 5.02 1.56 -1.24  -0.204
H 6.73 3.58 -0.56  0.219
H 6.72 3.24 1.17  0.214
H 7.55 2.15 0.06  0.220
H 4.92 1.98 2.10  0.207
H 2.89 0.64 1.82  0.215
H -1.72 -1.27 -3.10  0.252
H -3.24 -2.05 -2.61  0.195
H -3.71 0.35 -2.77  0.187
H -2.19 0.73 -1.92  0.224
H -3.35 2.54 -1.45  0.220
H -3.93 4.46 -0.03  0.214
H -4.92 4.06 2.23  0.217
H -5.26 1.68 2.95  0.188
H -4.70 -1.85 -0.88  0.182
H -4.48 -1.22 0.77  0.268
H -2.23 -1.93 0.91  0.212
H -2.99 -3.24 -0.03  0.187
H -0.90 -3.82 0.58  0.218
H 0.67 -4.75 2.20  0.217
H 2.84 -3.66 2.61  0.217
H 3.46 -1.64 1.35  0.229
H 3.57 0.48 -2.39  0.228
H 5.62 1.83 -2.11  0.208

---

7.
ORCA calculation (ωB97M-V/def2-TZVPD) on a cluster of 2 separate species, C24H23NO in total in a non-equilibrium geometry.

Its net charge is 0. The value obtained for the LUMO energy is -0.087 Ha. The value obtained for the total energy is -1058.19898 a.u. The value obtained for the HOMO-LUMO gap is 3.115 eV.

Each line ends with the natural charge from an NBO analysis.
CARTESIAN COORDINATES (ANGSTROEM)
C 5.20 -1.73 2.48  -0.255
O 4.88 -0.36 2.55  -0.475
C 3.53 -0.06 2.50  0.357
C 3.15 1.29 2.61  -0.265
C 1.84 1.67 2.61  -0.111
C 0.80 0.71 2.51  -0.159
C -0.54 1.17 2.58  -0.025
C -1.78 0.47 2.61  -0.153
C -2.96 1.24 2.48  -0.136
C -4.20 0.64 2.43  -0.228
C -4.34 -0.74 2.51  0.030
C -5.69 -1.35 2.42  -0.636
C -3.19 -1.50 2.70  -0.235
C -1.94 -0.92 2.77  -0.094
C 1.19 -0.64 2.32  -0.080
C 2.50 -1.01 2.34  -0.326
H 6.29 -1.82 2.49  0.205
H 4.79 -2.25 3.34  0.183
H 4.82 -2.15 1.55  0.177
H 3.93 2.03 2.70  0.233
H 1.59 2.71 2.71  0.222
H -0.63 2.24 2.60  0.205
H -2.88 2.31 2.40  0.213
H -5.08 1.25 2.33  0.215
H -5.65 -2.44 2.38  0.219
H -6.30 -1.07 3.28  0.230
H -6.21 -1.01 1.52  0.225
H -3.29 -2.57 2.79  0.215
H -1.10 -1.53 3.01  0.204
H 0.45 -1.38 2.09  0.203
H 2.76 -2.05 2.23  0.223
C -1.79 2.66 5.98  -0.608
C -0.43 2.20 6.35  -0.236
C -0.29 0.95 6.77  0.251
N -0.14 -0.17 7.15  -0.398
C 0.73 3.05 6.32  0.044
C 0.70 4.39 5.90  -0.244
C 1.85 5.16 5.91  -0.211
C 3.05 4.61 6.33  -0.241
C 3.10 3.30 6.74  -0.208
C 1.97 2.53 6.74  -0.222
H -1.80 3.67 5.58  0.207
H -2.22 1.99 5.23  0.216
H -2.44 2.64 6.85  0.217
H -0.22 4.84 5.57  0.200
H 1.81 6.18 5.58  0.208
H 3.94 5.22 6.33  0.207
H 4.04 2.87 7.07  0.210
H 2.02 1.50 7.07  0.224

---

8.
ORCA calculation (ωB97M-V/def2-TZVPD) on a structure of composition C24H23OSrTe in a non-equilibrium geometry.

Its net charge is -1. The value obtained for the LUMO energy (spin up / spin down) is -0.028 / -0.028 Ha. The value obtained for the total energy is -1302.11288 a.u. The value obtained for the HOMO-LUMO gap (spin up / spin down) is 1.750 / 1.740 eV.

Each line ends with the natural charge from an NBO analysis.
CARTESIAN COORDINATES (ANGSTROEM)
C 0.59 -2.15 1.59  -0.398
C -0.85 -2.18 1.51  -0.368
C -1.23 -2.72 0.23  -0.388
H -1.57 -1.80 2.25  0.242
C -0.01 -3.01 -0.50  -0.420
C 1.12 -2.66 0.33  -0.455
H 2.18 -2.62 0.01  0.207
H 1.18 -1.67 2.38  0.253
H -2.27 -2.77 -0.16  0.217
H 0.04 -3.30 -1.56  0.189
C -1.32 1.70 0.04  -0.358
C -1.25 1.13 1.37  -0.387
C 0.14 1.09 1.75  -0.393
H -2.08 0.70 1.95  0.241
C 0.95 1.65 0.68  -0.453
C 0.03 2.02 -0.39  -0.431
H 0.32 2.30 -1.41  0.204
H -2.23 1.77 -0.58  0.217
H 0.56 0.63 2.66  0.244
H 2.05 1.60 0.61  0.208
Sr 0.12 -0.47 -0.24  1.786
O -1.13 -0.33 -2.13  -0.820
C -1.32 -1.35 -3.04  -0.176
C -0.12 -1.48 -3.86  0.075
H -1.61 -2.27 -2.55  0.180
H -2.14 -0.81 -3.50  0.182
H 0.63 -2.20 -3.53  0.208
H 0.80 -2.55 -6.08  0.216
C 0.59 -1.47 -6.18  -0.187
C 0.07 -0.78 -5.03  -0.057
C -0.22 0.62 -5.20  -0.184
H -0.59 1.18 -4.34  0.253
C -0.02 1.25 -6.42  -0.211
H -0.24 2.31 -6.52  0.221
C 0.47 0.54 -7.53  -0.190
H 0.62 1.04 -8.48  0.215
C 0.77 -0.83 -7.40  -0.228
H 1.14 -1.39 -8.25  0.218
Te -0.64 -0.77 4.40  -0.206
C 0.06 0.72 5.56  -0.284
C -0.85 1.67 6.12  -0.243
C -0.38 2.61 7.04  -0.219
C 0.97 2.63 7.43  -0.268
C 1.86 1.69 6.88  -0.209
C 1.43 0.74 5.96  -0.257
H -1.89 1.62 5.81  0.217
H -1.08 3.33 7.47  0.195
H 1.32 3.36 8.15  0.196
H 2.91 1.70 7.18  0.193
H 2.11 -0.01 5.53  0.214